1.
Here is C27H25BrIrN7O2P as an isolated structure from the OMol25 dataset. Energies are from ωB97M-V with the def2-TZVPD basis set.

Element x y z (Å)
O (0.763786, -0.814843, -2.161944)
C (0.340849, 0.732444, -3.927928)
N (0.141347, 0.981306, 2.431367)
H (5.633647, -1.611334, 0.936746)
Br (-0.544808, 4.175791, -6.049647)
H (-0.584730, -5.187868, 1.299067)
H (-1.839739, 1.893584, -1.914311)
H (0.966637, -0.211108, 6.431365)
Ir (0.071487, 1.010119, 0.324161)
C (-2.023099, 2.027060, 0.231722)
H (0.644142, -1.650370, 5.455037)
C (0.475163, -0.233649, -4.921711)
H (-0.089401, 1.812685, 5.596724)
N (-0.506390, -1.037141, 0.419342)
H (2.843195, 1.689203, -1.162890)
P (1.486311, -1.492866, 2.328785)
H (-1.995562, -1.291108, -1.104663)
N (-6.347346, -1.092868, -0.413966)
C (-4.301313, 0.455828, -0.110395)
C (0.687879, -0.043954, 3.089442)
H (5.092440, 0.198086, -0.584293)
C (-2.839841, 1.676637, 1.345556)
C (-1.395503, -1.742557, -0.338980)
C (4.654503, -1.733789, 1.388748)
C (0.515679, 0.322093, -2.508871)
H (-0.707680, 3.481957, 1.235761)
C (-0.245035, 1.891298, 3.381465)
H (-0.136044, 1.711747, -7.628836)
N (3.753888, -0.737572, 0.802492)
C (-0.858331, 2.896676, 0.339955)
H (-0.044820, -4.288003, 2.721689)
H (4.736854, -1.579789, 2.461711)
N (0.639051, 0.182172, 4.417562)
C (-0.131386, 2.387708, -5.595654)
H (-3.863235, 0.491304, -2.211887)
H (4.291191, -2.736908, 1.179206)
C (1.154532, -0.690654, 5.475823)
H (2.225562, -0.834311, 5.356139)
H (-0.668244, 2.849323, 3.145801)
O (0.336388, 1.313666, -1.635252)
C (0.118081, -1.908846, 1.209749)
H (-0.049109, 2.808093, -3.500088)
C (-1.317512, -3.055194, 0.014208)
C (0.059780, -4.385466, 1.644058)
N (-0.355658, -3.148392, 0.979874)
H (-4.577764, 0.633445, 2.019069)
N (1.985095, 0.450438, 0.364761)
C (0.302559, 0.121671, -6.249489)
C (-5.448814, -0.392510, -0.270554)
C (-3.951434, 0.898745, 1.178845)
H (1.089354, -4.624797, 1.387898)
C (0.054159, 1.397246, 4.614256)
H (-1.844104, -3.918115, -0.354903)
C (2.461626, -0.544150, 1.116318)
C (-2.419754, 1.584797, -1.056964)
C (-0.001854, 1.431994, -6.592956)
C (4.100100, 0.161250, -0.169765)
C (0.039550, 2.049985, -4.264773)
C (2.990701, 0.898076, -0.449790)
H (0.714310, -1.250038, -4.641349)
H (-0.536364, 3.379755, -0.576930)
H (0.405633, -0.621658, -7.028096)
H (-2.595543, 2.050731, 2.328354)
C (-3.555043, 0.812933, -1.226145)

Cartesian forces (eV/Å) of the 3 atoms listed first:
O 0.0 0.0 0.0
C 0.1 0.0 -0.1
N -0.1 -0.2 0.1

The LUMO energy (spin up / spin down) comes out at -7.49 / -8.05 eV. Its charge is +2. As for the gap between HOMO and LUMO (spin up / spin down): 5.57 / 5.02 eV. As for the spin multiplicity: 2.

=====

2.
Here is one molecule with the formula C27H25FN4O4S from the OMol25 dataset. Energies are from ωB97M-V with the def2-TZVPD basis set.

Element x y z (Å)
H (-9.871071, 1.226065, -1.078025)
O (5.249777, 3.200689, -1.596778)
C (2.967807, 2.253465, 1.546669)
C (-8.891918, 0.934313, -0.709728)
C (-2.337580, -0.311417, -0.595338)
C (6.384163, 2.382315, -1.870864)
H (-0.431121, 1.935410, 1.536347)
C (-3.560847, -0.036468, -1.171463)
O (-6.614307, 1.753999, -0.412135)
H (-8.571970, 0.036724, -1.233102)
H (4.376387, 0.629214, 1.776804)
H (-8.208068, 2.977758, -0.450101)
H (7.965029, 2.355534, -3.319013)
C (2.609396, -4.607650, -1.573247)
H (-0.664716, -5.066256, -0.972908)
S (-1.385304, -2.693874, 1.104750)
H (1.013670, -5.365978, -2.775723)
C (-4.222386, 1.201843, 0.786515)
C (1.182190, 0.755762, 2.284281)
C (4.087141, 1.501504, 1.205136)
N (-0.806806, -0.095216, 1.284699)
H (-7.793908, 2.243699, -2.030830)
C (0.750330, -4.287739, 0.433418)
H (6.050292, 1.355463, -2.058217)
C (1.679332, -0.620917, 2.446180)
C (-5.810527, 0.987961, -1.156479)
H (1.861011, 3.993659, 0.886892)
C (4.510056, 2.862921, -0.552186)
H (2.374374, -3.514121, 1.596332)
C (2.706565, 3.337674, 0.715399)
H (4.046435, -3.815362, -0.205637)
H (-0.941460, -4.949916, 1.590009)
C (7.095008, 2.960640, -3.081351)
H (7.412786, 3.978928, -2.875692)
C (-3.001084, 0.926470, 1.368752)
C (-0.330334, -1.354194, 1.512752)
H (-2.773717, 1.288550, 2.360616)
N (4.852782, 1.799545, 0.170848)
H (0.186713, -3.860617, 2.464276)
N (0.800952, -1.610649, 2.047769)
O (2.767411, -0.902114, 2.902822)
O (-6.098058, 0.570585, -2.250930)
C (2.079594, 1.885002, 2.702263)
C (0.368663, -4.800599, -0.802345)
H (-1.595133, -0.883319, -1.129602)
F (3.519058, -4.765450, -2.558031)
H (-8.961207, 0.718501, 0.353827)
C (2.076971, -3.931273, 0.647548)
H (-4.958407, 1.786621, 1.314461)
C (-0.271006, -4.094994, 1.506122)
C (-0.020382, 0.951074, 1.713886)
C (1.295073, -4.966967, -1.814083)
C (3.014905, -4.090387, -0.356853)
H (2.694275, 1.539506, 3.535811)
N (3.460549, 3.647810, -0.320312)
H (7.039342, 2.369269, -0.992610)
C (-4.509337, 0.719338, -0.486950)
H (1.488216, 2.749835, 3.007799)
H (-3.799642, -0.392772, -2.161547)
C (-7.899205, 2.060957, -0.956454)
H (6.424507, 2.974091, -3.936000)
C (-2.061231, 0.165550, 0.681578)

Cartesian forces (eV/Å) of the 3 atoms listed first:
H -0.1 0.0 0.0
O 0.1 0.3 -0.3
C 0.2 0.1 0.0

Its SMILES is CCOC(=O)c1ccc(-n2cc(Cc3cnc(OCC)nc3)c(=O)nc2SCc2ccc(F)cc2)cc1. The LUMO energy comes out at -0.19 eV. As for the gap between HOMO and LUMO: 8.58 eV.

=====

3.
Here is C27H25FeN7O7 as an isolated structure from the OMol25 dataset. Energies are from ωB97M-V with the def2-TZVPD basis set.

Element x y z (Å)
C (-5.565443, 1.471229, 2.097073)
H (3.325635, 3.647628, 3.937569)
C (-3.427090, 0.441015, 1.185661)
C (0.806259, 1.842761, 2.492157)
H (1.199482, -0.110269, -4.038069)
O (-0.916300, 1.321687, -0.955769)
H (1.820737, 1.564108, -2.469301)
C (-0.820072, -3.082545, 0.314164)
C (2.977964, 1.062901, 1.756638)
C (3.988989, -1.799593, -3.381986)
C (-0.637495, 1.820848, 2.551388)
C (3.591213, 2.006975, 2.545073)
C (-7.063332, -0.163604, 0.388020)
H (-7.639375, -0.796454, -0.275573)
C (-6.961058, 1.536741, 2.090246)
C (1.466260, 2.790282, 3.279883)
C (1.822605, -0.837765, -3.513146)
C (-0.999393, -2.551098, -1.115833)
C (-1.469707, -2.643155, -3.452794)
H (0.856752, 3.459634, 3.881444)
O (-0.662742, -2.170744, 1.174913)
H (4.675952, 2.055395, 2.565866)
N (4.082897, -1.479632, -1.958407)
C (3.737538, 0.489295, -3.946363)
H (-1.284829, -4.384238, -2.158090)
H (-1.610443, -0.683659, -4.397025)
H (3.555670, -2.797335, -3.489501)
O (-0.831714, -4.311969, 0.462772)
N (-2.753985, 1.237325, 1.999242)
H (2.734509, -1.190409, -0.348620)
C (2.842520, 2.900283, 3.320774)
H (3.112985, 1.212031, -4.476548)
H (4.997011, -1.805661, -3.810858)
C (-1.438123, -1.251063, -3.492421)
C (2.457707, 0.835341, -1.963867)
C (-1.166610, -0.569787, -2.319984)
C (-1.067461, 0.941381, -2.159523)
H (-1.675912, -3.207193, -4.355891)
O (1.042305, 0.032877, 0.924615)
H (-8.782487, 0.795301, 1.254259)
C (-4.913151, 0.569542, 1.233214)
C (2.709278, -1.457071, -1.404314)
H (2.507896, 1.090723, -0.907672)
H (4.743240, 0.504301, -4.380736)
H (3.570615, 0.361381, 1.181838)
H (5.641361, -0.115320, -2.261153)
N (3.822603, 0.882345, -2.541030)
N (-1.382037, 1.042671, 1.864645)
H (-5.143275, -0.911156, -0.256766)
O (-1.099897, 1.637304, -3.182262)
O (-2.907484, -0.416432, 0.406516)
H (-1.128034, 2.543362, 3.205867)
H (1.376161, -1.828761, -3.626059)
H (-3.915004, 2.081188, 2.777399)
C (4.628566, -0.122419, -1.843160)
O (-4.897318, 2.277017, 2.935192)
N (3.164759, -0.848967, -4.134658)
C (-5.678949, -0.231229, 0.393265)
H (2.270818, -2.453992, -1.499016)
H (-7.441036, 2.237510, 2.762512)
N (1.872088, -0.492686, -2.101673)
C (-1.248968, -3.307405, -2.251216)
C (1.555592, 0.935888, 1.664248)
Fe (-0.930309, -0.182981, 0.413357)
N (-0.942546, -1.231355, -1.193373)
C (-7.699915, 0.727934, 1.244871)
H (4.681432, 0.146647, -0.787624)

Cartesian forces (eV/Å) of the 3 atoms listed first:
C 0.0 0.0 0.0
H 0.0 0.0 0.0
C 0.2 -0.2 0.1

The LUMO energy (spin up / spin down) comes out at 4.58 / 4.58 eV. Its charge is -2. As for the gap between HOMO and LUMO (spin up / spin down): 6.28 / 6.29 eV.

=====

The evaluated energy above the lowest of the compared OMol25 structures with the same formula, charge and spin for the records listed, in turn: 112.4 0.0 0.0 kJ/mol.